a:
{"formula": "C3H8O3", "method": "ωB97M-V with the def2-TZVPD basis set", "symbols": ["C", "C", "C", "O", "O", "H", "H", "H", "H", "H", "H", "O", "H", "H"], "positions_angstrom": [[0.33238, -1.86849, -0.49907], [-0.18679, -0.58879, 0.13403], [0.82071, 0.54681, 0.40384], [0.44353, 1.67846, 0.42183], [2.02506, 0.09698, 0.84184], [-0.39649, -2.65756, -0.44555], [0.79521, -1.71692, -1.47266], [1.16215, -2.24999, 0.11974], [-0.49722, -0.75890, 1.18245], [-1.13776, -0.20960, -0.23266], [2.34163, -0.50406, 0.14285], [-2.29251, 2.70708, -0.06453], [-1.45443, 2.45287, 0.36721], [-1.95546, 3.07211, -0.89932]], "lowdin_charge": [-0.095, -0.153, -0.508, 0.114, 0.098, 0.072, 0.081, 0.076, 0.135, 0.113, 0.112, -0.084, 0.000, 0.037], "molar_mass_g_mol": 92.09, "e_homo_ev": -10.72, "smiles": "CCC(=O)O.O", "charge": 0, "homo_lumo_gap_ev": 11.16}

---

b:
{"formula": "C3H8O3", "method": "ωB97M-V with the def2-TZVPD basis set", "symbols": ["O", "C", "C", "O", "C", "O", "H", "H", "H", "H", "H", "H", "H", "H"], "positions_angstrom": [[-2.11892, -0.07489, -0.35661], [-1.30152, 0.50152, 0.51610], [0.19714, 0.61044, -0.11775], [1.13802, 1.46226, 0.53570], [1.04837, -0.58286, -0.24110], [0.29008, -1.47126, -1.12675], [-1.72925, -1.12276, -0.33116], [-1.18693, -0.03742, 1.57080], [-1.60060, 1.48894, 0.72952], [0.08539, 1.20438, -1.01410], [1.18249, 1.35261, 1.46483], [2.06940, -0.15532, -0.57908], [0.99157, -1.06921, 0.67376], [0.93473, -2.10642, -1.72416]], "lowdin_charge": [-0.072, -0.291, -0.345, -0.049, -0.209, -0.142, 0.202, 0.152, 0.098, 0.148, 0.071, 0.165, 0.098, 0.175], "molar_mass_g_mol": 92.09, "e_homo_ev": -9.65, "smiles": "OCC(O)CO", "charge": 0, "homo_lumo_gap_ev": 10.27}

---

Name the most stable of them. a.

---

a:
{"formula": "C3H11N4O", "method": "ωB97M-V with the def2-TZVPD basis set", "symbols": ["C", "C", "N", "N", "H", "H", "H", "H", "H", "H", "H", "N", "C", "N", "O", "H", "H", "H", "H"], "positions_angstrom": [[-0.85257, -1.59251, -1.54880], [-0.80262, -0.46099, -0.85496], [-0.35405, 0.79312, -1.47934], [-1.23565, -2.83453, -1.09200], [-0.58290, -1.58041, -2.60355], [-0.94283, -0.33316, 0.20735], [0.04990, 1.46310, -0.76374], [0.36883, 0.61072, -2.16683], [-1.09179, 1.33652, -1.93342], [-1.89072, -2.79068, -0.32307], [-1.61756, -3.40735, -1.83047], [0.23266, 0.99420, 2.59287], [0.87771, 1.40384, 1.45028], [2.03592, 0.75239, 1.17896], [0.37190, 2.26198, 0.72852], [-0.39761, 1.69837, 2.95102], [0.79405, 0.51816, 3.27714], [2.45150, 0.08437, 1.81116], [2.58583, 1.08287, 0.39887]], "lowdin_charge": [-0.182, -0.105, 0.170, 0.082, 0.133, 0.112, 0.102, 0.159, 0.172, 0.107, 0.103, 0.166, -0.664, 0.180, 0.002, 0.121, 0.104, 0.117, 0.121], "molar_mass_g_mol": 119.15, "e_homo_ev": -12.95, "charge": 1, "homo_lumo_gap_ev": 10.08}

---

b:
{"formula": "C3H11N4O", "method": "ωB97M-V with the def2-TZVPD basis set", "symbols": ["C", "C", "C", "N", "N", "N", "N", "O", "H", "H", "H", "H", "H", "H", "H", "H", "H", "H", "H"], "positions_angstrom": [[2.83982, 0.32298, 0.18075], [-2.29065, 1.00899, 0.51243], [-2.43645, -0.96523, -0.88598], [-0.44620, -0.37396, -0.06731], [3.08048, -0.83591, 0.67184], [0.45969, 0.22840, 0.41845], [-1.63712, -0.11195, -0.05803], [3.00096, 0.50546, -1.08923], [-1.62346, 1.93323, 0.59744], [-3.18772, 1.25807, -0.16670], [-2.54551, 0.63232, 1.44155], [-2.13047, -1.99092, -1.14818], [-3.54909, -0.96464, -0.44478], [-2.46895, -0.31832, -1.84874], [3.28217, -0.92079, 1.73966], [3.21316, -1.60276, 0.10503], [0.38074, 1.23229, 0.75237], [2.65866, 1.18556, 0.83235], [3.39995, -0.22282, -1.54295]], "lowdin_charge": [-0.248, -0.026, -0.045, -0.111, 0.198, 0.014, -0.306, 0.168, 0.106, 0.128, 0.075, 0.092, 0.133, 0.119, 0.211, 0.109, 0.084, 0.163, 0.136], "molar_mass_g_mol": 119.15, "e_homo_ev": -12.30, "charge": 1, "homo_lumo_gap_ev": 9.12}

---

Name the most stable of them. a.

---

a:
{"formula": "C19H29N3O2", "method": "ωB97M-V with the def2-TZVPD basis set", "symbols": ["C", "C", "C", "C", "C", "N", "C", "O", "C", "C", "C", "C", "C", "C", "C", "C", "O", "N", "C", "C", "C", "C", "N", "C", "H", "H", "H", "H", "H", "H", "H", "H", "H", "H", "H", "H", "H", "H", "H", "H", "H", "H", "H", "H", "H", "H", "H", "H", "H", "H", "H", "H", "H"], "positions_angstrom": [[3.34173, 3.34760, 1.18056], [3.44581, 2.90781, -0.27894], [4.29986, 1.64929, -0.40777], [2.06201, 2.72787, -0.92087], [1.27716, 1.53084, -0.39107], [-0.15477, 1.79343, -0.43133], [-1.01816, 1.19595, 0.41639], [-0.62316, 0.38280, 1.23994], [-2.46469, 1.62031, 0.25301], [-2.98428, 2.31192, 1.52226], [-3.15487, 1.33424, 2.67951], [-4.09727, 0.19342, 2.29741], [-4.28935, -0.76618, 3.46733], [-3.52002, -0.53620, 1.08497], [-3.35013, 0.41399, -0.09533], [1.55053, 0.25508, -1.21920], [2.03147, 0.28162, -2.33005], [1.13898, -0.85473, -0.55782], [1.13803, -2.17279, -1.00865], [1.77930, -2.60000, -2.16943], [1.71214, -3.94233, -2.50236], [1.01407, -4.80625, -1.67320], [0.40384, -4.40685, -0.56858], [0.46460, -3.13227, -0.24616], [2.75190, 4.25765, 1.26737], [4.33303, 3.54414, 1.58182], [2.87925, 2.57916, 1.79537], [3.94269, 3.71183, -0.83428], [4.32049, 1.30754, -1.43909], [5.31971, 1.85327, -0.08951], [3.90710, 0.84503, 0.21052], [1.48099, 3.63750, -0.75080], [2.18673, 2.59415, -1.99851], [1.52062, 1.32684, 0.65683], [-0.48906, 2.38470, -1.17531], [-2.51656, 2.33731, -0.57502], [-2.29742, 3.11283, 1.80758], [-3.95044, 2.76673, 1.28769], [-2.18355, 0.91643, 2.94607], [-3.54572, 1.86900, 3.54797], [-5.07239, 0.61640, 2.02491], [-4.70774, -0.24519, 4.32582], [-4.96362, -1.57460, 3.19345], [-3.33518, -1.19878, 3.75935], [-4.17655, -1.35857, 0.79309], [-2.55063, -0.95598, 1.35481], [-2.91961, -0.12120, -0.94596], [-4.33026, 0.79130, -0.39897], [0.64790, -0.69716, 0.32421], [2.30883, -1.89500, -2.78897], [2.19748, -4.30787, -3.39404], [0.93517, -5.86188, -1.89481], [-0.04780, -2.84601, 0.66441]], "lowdin_charge": [-0.074, -0.418, -0.067, -0.124, -0.215, 0.133, -0.429, 0.041, -0.233, -0.139, -0.171, -0.386, -0.071, -0.171, -0.136, -0.415, 0.077, 0.149, -0.193, 0.001, -0.059, -0.166, 0.056, -0.093, 0.077, 0.078, 0.073, 0.134, 0.078, 0.080, 0.082, 0.118, 0.118, 0.143, 0.150, 0.137, 0.119, 0.120, 0.112, 0.117, 0.142, 0.075, 0.075, 0.082, 0.119, 0.108, 0.120, 0.120, 0.111, 0.101, 0.101, 0.099, 0.114], "molar_mass_g_mol": 331.46, "e_homo_ev": -8.66, "smiles": "CC(C)C[C@@H](NC(=O)[C@H]1CC[C@@H](C)CC1)C(=O)Nc1cccnc1", "charge": 0, "homo_lumo_gap_ev": 9.28}

---

b:
{"formula": "C19H29N3O2", "method": "ωB97M-V with the def2-TZVPD basis set", "symbols": ["C", "C", "C", "H", "C", "N", "C", "O", "C", "N", "C", "O", "N", "C", "C", "C", "C", "C", "C", "H", "H", "C", "H", "H", "H", "H", "H", "H", "H", "C", "C", "C", "C", "C", "H", "H", "H", "H", "H", "H", "H", "H", "H", "H", "H", "H", "H", "H", "H", "H", "H", "H", "H"], "positions_angstrom": [[2.40838, 3.79889, 0.93705], [2.12274, 3.23317, -0.51659], [3.30270, 2.72033, -1.30478], [3.94074, 3.36943, -1.51790], [3.86856, 1.30869, -0.68474], [2.86057, 0.38634, -0.03066], [2.35970, -0.60568, -0.73304], [2.82985, -0.64234, -2.15497], [1.29542, -1.34728, -0.35586], [0.24424, -0.60102, 0.13408], [0.07192, 0.49806, 1.20403], [0.94754, 0.65932, 1.84730], [-1.05067, 0.76107, 1.24360], [-2.26888, 0.86722, 0.72332], [-2.80701, -0.49464, 0.24477], [-4.07876, -0.62986, -0.15846], [-4.71758, 0.35927, -0.57508], [-4.29427, 1.72010, -0.19861], [-2.94077, 2.01315, 0.30263], [-2.70307, 2.93272, 0.74797], [-4.87588, 2.65292, -0.61284], [-6.17646, 0.49231, -1.19623], [-5.95313, 0.84389, -2.32799], [-6.88150, 1.06905, -0.70896], [-6.40522, -0.46320, -1.60147], [-4.30036, -1.56021, -0.53030], [-2.25062, -1.55013, 0.67396], [-0.97306, 1.88982, 1.95796], [-0.64723, -0.58801, -0.39324], [0.90163, -2.40405, -1.25314], [-0.08634, -3.29573, -0.81874], [0.50140, -4.17544, 0.27730], [0.98062, -3.12039, 1.50609], [1.91708, -2.26608, 0.91022], [2.80911, -2.71379, 0.59307], [2.26076, -1.23661, 1.75653], [1.43770, -3.68360, 2.14938], [0.06758, -2.62000, 2.13516], [1.39413, -4.65257, 0.07225], [-0.29033, -4.74728, 0.90607], [-0.93984, -3.00285, -0.27621], [-0.49973, -4.03701, -1.32210], [1.65172, -2.90350, -1.70134], [0.35630, -1.95389, -2.11951], [2.35905, 0.67088, 0.74684], [4.53349, 1.80026, 0.32823], [4.63894, 0.90105, -1.16808], [2.90827, 2.09400, -2.19109], [1.21501, 2.58172, -0.49036], [1.42003, 4.11271, -1.07450], [1.56225, 4.42595, 1.22171], [2.61219, 3.03978, 1.49685], [3.41231, 4.51175, 0.66821]], "lowdin_charge": [-0.089, -0.290, -0.158, 0.013, -0.093, 0.116, -0.279, -0.147, -0.468, 0.172, -0.743, 0.161, 0.147, -0.231, 0.023, -0.157, -0.276, 0.008, 0.006, 0.084, 0.140, -0.028, 0.129, 0.041, 0.044, 0.108, 0.179, 0.330, 0.112, -0.170, -0.227, -0.104, -0.198, -0.111, 0.106, 0.201, 0.033, 0.168, 0.079, 0.137, 0.084, 0.075, 0.112, 0.161, 0.050, 0.166, 0.045, 0.135, 0.079, 0.152, 0.060, -0.036, 0.148], "molar_mass_g_mol": 331.46, "e_homo_ev": -8.24, "charge": 0, "homo_lumo_gap_ev": 7.93}

---

Name the most stable of them. a.

---

a:
{"formula": "ClH3N2OS", "method": "ωB97M-V with the def2-TZVPD basis set", "symbols": ["N", "N", "O", "S", "Cl", "H", "H", "H"], "positions_angstrom": [[-0.60760, 1.20889, 1.22405], [0.43163, -0.76769, -0.68261], [1.65011, 1.29860, -1.44229], [1.29075, 0.53186, -0.25908], [3.01389, -0.40429, 0.52292], [-0.29403, 2.05886, 1.45933], [0.08966, -0.94890, -1.68362], [-0.10884, -1.37955, -0.10871]], "lowdin_charge": [0.077, -0.258, -0.471, 0.460, 0.163, -0.149, 0.123, 0.054], "molar_mass_g_mol": 114.56, "e_homo_ev": [-9.63, -9.72], "charge": 0, "homo_lumo_gap_ev": [8.27, 8.18]}

---

b:
{"formula": "ClH3N2OS", "method": "ωB97M-V with the def2-TZVPD basis set", "symbols": ["N", "S", "N", "O", "H", "H", "Cl", "H"], "positions_angstrom": [[-0.29127, -0.57234, 0.83078], [0.83447, -0.08573, -0.11580], [1.57602, 1.20518, 0.17724], [1.05402, -0.95998, -1.19995], [-0.38269, -0.03777, 1.64335], [2.22362, 1.47480, -0.44183], [-3.04995, -0.48527, -0.82408], [-1.96422, -0.53889, -0.06970]], "lowdin_charge": [-0.208, 0.733, -0.148, -0.292, 0.010, -0.032, 0.233, -0.298], "molar_mass_g_mol": 114.56, "e_homo_ev": -11.17, "smiles": "N=S(=N)=O.Cl", "charge": 0, "homo_lumo_gap_ev": 10.96}

---

Name the most stable of them. b.